(1)
Molecular formula: C17H17BrClO8P
Method: DFT, the ωB97M-V functional and the def2-TZVPD basis

Geometry as XYZ:
```
45
Properties=species:S:1:pos:R:3
C -1.863 -2.358 2.798
C -2.822 -3.283 2.117
P -4.202 -4.299 2.964
Cl -3.814 -4.208 5.052
C -5.833 -3.406 2.509
C -5.817 -1.859 3.063
C -5.196 -0.834 1.896
Br -7.597 -1.144 3.625
H -2.144 -1.858 3.839
H -0.847 -2.098 2.230
H -2.716 -3.365 0.933
H -6.806 -3.998 2.797
H -5.843 -3.327 1.319
H -5.109 -1.825 3.994
H -5.598 0.275 2.076
H -4.014 -0.761 2.016
H -5.468 -1.204 0.800
O 3.249 -0.811 -2.711
C 2.161 -1.097 -2.223
C 1.262 -0.079 -1.658
C 0.091 -0.426 -1.119
O -0.761 0.526 -0.590
C -0.344 -1.848 -1.066
O -1.417 -2.138 -0.548
C 0.544 -2.864 -1.652
C 1.713 -2.517 -2.194
O 2.552 -3.465 -2.749
H 1.591 0.952 -1.702
H -1.539 0.026 -0.261
H 0.207 -3.892 -1.622
H 3.333 -2.966 -3.072
O 2.304 2.995 -2.214
C 3.329 3.588 -1.895
C 4.637 3.270 -2.488
C 5.736 3.923 -2.106
O 6.968 3.631 -2.662
C 5.681 4.989 -1.069
O 6.711 5.559 -0.725
C 4.369 5.324 -0.493
C 3.270 4.673 -0.877
O 2.033 4.984 -0.342
H 4.663 2.491 -3.239
H 7.603 4.236 -2.220
H 4.341 6.114 0.247
H 1.399 4.375 -0.779
```

Computed properties:
SMILES = C=CP(Cl)C[C@@H](C)Br.O=C1C=C(O)C(=O)C=C1O.O=C1C=C(O)C(=O)C=C1O
Max |F| = 4.879 eV Å⁻¹
Net charge = 0
Multiplicity = 1
HOMO = -0.317 Ha
M = 495.6 g mol⁻¹
Orbital gap = 6.8 eV



(2)
Molecular formula: C2H9NP2
Method: DFT, the ωB97M-V functional and the def2-TZVPD basis

Geometry as XYZ:
```
14
Properties=species:S:1:pos:R:3
C -3.569 -0.467 0.775
P -3.374 1.194 1.058
H -4.295 -0.985 1.484
H -3.023 -0.960 0.037
H -2.664 1.770 -0.122
C 2.820 -1.021 -0.152
P 1.044 -0.338 0.205
N 1.264 1.366 -0.406
H 3.034 -2.053 0.237
H 3.622 -0.244 0.299
H 2.943 -1.103 -1.218
H 0.607 -0.749 -1.094
H 0.711 2.025 0.223
H 0.880 1.566 -1.326
```

Computed properties:
SMILES = C=P.CPN
Max |F| = 3.220 eV Å⁻¹
Net charge = 0
Energy relative to the best compared isomer or geometry (same formula, charge and spin) = 1.062 eV
Multiplicity = 1
HOMO = -0.335 Ha
M = 109.0 g mol⁻¹
Orbital gap = 9.1 eV



(3)
Molecular formula: C4H10N2
Method: DFT, the ωB97M-V functional and the def2-TZVPD basis

Geometry as XYZ:
```
16
Properties=species:S:1:pos:R:3
C -2.193 0.981 0.075
C -1.152 0.209 0.352
N -1.231 -0.866 1.241
C 0.247 0.584 -0.090
C 1.019 -0.541 -0.762
N 2.467 -0.341 -0.730
H -3.166 0.761 0.516
H -2.211 2.029 -0.183
H -0.393 -1.145 1.718
H -1.887 -1.604 1.053
H 0.709 0.901 0.853
H 0.246 1.460 -0.734
H 0.753 -0.566 -1.818
H 0.929 -1.533 -0.323
H 2.865 0.479 -1.145
H 2.998 -0.807 -0.022
```

Computed properties:
SMILES = C=C(N)CCN
Max |F| = 1.906 eV Å⁻¹
Net charge = 0
Energy relative to the best compared isomer or geometry (same formula, charge and spin) = 1.497 eV
Multiplicity = 1
HOMO = -0.299 Ha
M = 86.1 g mol⁻¹
Orbital gap = 9.2 eV



(4)
Molecular formula: C4H8ClN2
Method: DFT, the ωB97M-V functional and the def2-TZVPD basis

Geometry as XYZ:
```
15
Properties=species:S:1:pos:R:3
C -0.526 1.593 -1.328
C -0.730 0.603 -0.230
N -1.915 0.107 -0.003
N 0.301 -0.122 0.271
C 0.717 -0.435 1.423
C 1.630 -1.568 1.560
Cl 0.506 0.543 2.833
H -0.410 2.532 -0.816
H -1.414 1.646 -2.087
H 0.466 1.200 -1.630
H -2.697 0.471 -0.457
H -2.057 -0.504 0.749
H 1.185 -2.180 2.406
H 1.751 -2.083 0.697
H 2.656 -1.231 1.991
```

Computed properties:
SMILES = CC(=[NH2+])/N=C(/C)Cl
Max |F| = 5.189 eV Å⁻¹
Net charge = +1
Energy relative to the best compared isomer or geometry (same formula, charge and spin) = 1.166 eV
Multiplicity = 1
HOMO = -0.564 Ha
M = 119.6 g mol⁻¹
Orbital gap = 11.0 eV



(5)
Molecular formula: C5H33N2O10S
Method: DFT, the ωB97M-V functional and the def2-TZVPD basis

Geometry as XYZ:
```
51
Properties=species:S:1:pos:R:3
C 0.783 1.646 0.024
N 0.630 0.378 0.754
C 0.389 0.471 2.198
C 0.913 -0.786 2.974
S -0.319 -2.010 3.476
C 1.030 1.310 -1.458
N 0.306 0.070 -1.882
C 0.439 2.469 -2.328
H -0.262 2.009 0.113
H 1.538 2.333 0.427
H 1.453 -0.211 0.572
H 0.866 1.420 2.603
H -0.686 0.389 2.388
H 1.480 -0.459 3.857
H 1.737 -1.196 2.326
H 2.072 1.018 -1.613
H -0.113 -0.472 -1.144
H -0.397 0.268 -2.570
H 1.159 2.983 -2.998
H -0.093 3.236 -1.774
H -0.365 2.014 -2.942
H 3.735 -0.445 1.782
H 3.147 -0.376 3.184
O 3.967 -0.220 2.683
H 0.331 -2.925 1.356
H 0.922 -4.014 0.366
O 0.431 -3.175 0.415
H -0.573 -2.999 -1.117
H -1.679 -2.214 -1.700
O -1.217 -3.047 -1.852
H -1.937 -1.152 2.761
H -2.987 -1.843 1.757
O -2.760 -0.990 2.171
H -2.698 0.664 1.310
H -3.914 1.416 1.999
O -3.386 1.340 1.188
H 1.737 -2.829 -0.614
H 2.484 -2.478 -2.033
O 2.573 -2.709 -1.103
H 4.391 0.702 0.789
H 3.977 0.942 -0.642
O 4.696 1.122 -0.026
H -2.395 -0.370 -0.315
H -3.632 -0.342 -1.263
O -2.689 -0.157 -1.208
H -2.210 0.881 -4.096
H -2.634 -0.067 -2.943
O -2.830 0.182 -3.867
H -2.842 2.136 -1.030
H -2.409 3.288 -0.090
O -2.158 2.802 -0.872
```

Computed properties:
Max |F| = 2.318 eV Å⁻¹
Net charge = -1
Energy relative to the best compared isomer or geometry (same formula, charge and spin) = 0.865 eV
Multiplicity = 1
HOMO = -0.173 Ha
M = 313.4 g mol⁻¹
Orbital gap = 7.3 eV



(6)
Molecular formula: ArH24O12
Method: DFT, the ωB97M-V functional and the def2-TZVPD basis

Geometry as XYZ:
```
37
Properties=species:S:1:pos:R:3
Ar -23.390 -3.267 -3.954
O -22.791 -7.126 -2.559
H -22.016 -6.660 -2.871
H -23.272 -6.477 -2.046
O -26.494 -4.109 -1.933
H -27.436 -3.971 -1.832
H -26.372 -4.250 -2.872
O -21.972 -3.765 -0.384
H -21.550 -3.217 -1.046
H -21.476 -3.600 0.417
O -24.841 -1.710 -0.378
H -24.281 -1.643 0.395
H -24.256 -1.530 -1.114
O -21.270 -2.967 -6.889
H -21.013 -2.098 -7.196
H -20.562 -3.543 -7.176
O -20.201 -3.035 -4.303
H -19.294 -3.163 -4.581
H -20.675 -2.841 -5.112
O -20.171 -2.013 -1.796
H -19.303 -2.137 -1.414
H -20.069 -2.270 -2.713
O -24.346 -5.282 -0.816
H -25.110 -4.903 -1.250
H -23.665 -4.614 -0.901
O -24.544 -3.455 -7.197
H -23.610 -3.283 -7.079
H -24.579 -4.138 -7.868
O -25.983 -4.645 -4.878
H -25.408 -5.353 -4.588
H -25.394 -4.004 -5.277
O -20.509 -5.608 -3.527
H -20.233 -5.469 -2.621
H -20.757 -4.738 -3.839
O -22.513 -0.380 -1.523
H -22.816 -0.151 -2.401
H -21.728 -0.908 -1.670
```

Computed properties:
Max |F| = 0.952 eV Å⁻¹
Net charge = 0
Energy relative to the best compared isomer or geometry (same formula, charge and spin) = 1.086 eV
Multiplicity = 1
HOMO = -0.362 Ha
M = 256.1 g mol⁻¹
Orbital gap = 9.0 eV